No. 1
{
  "formula": "H6O3",
  "method": "ωB97M-V/def2-TZVPD",
  "symbols": ["O", "H", "H", "O", "H", "H", "O", "H", "H"],
  "positions_angstrom": [[-1.60267, 0.91053, -3.08114], [-1.62862, 1.21892, -3.98693], [-1.96271, 1.63559, -2.57036], [2.66686, 0.53010, 3.28882], [1.75084, 0.28520, 3.15784], [3.14471, 0.03764, 2.62146], [-0.58020, -1.42665, 0.50006], [-0.78070, -0.92010, -0.28698], [-1.00748, -2.27120, 0.35723]],
  "forces_ev_per_a": [[0.0709, -0.2254, 0.1381], [0.0238, 0.0252, -0.2498], [-0.0925, 0.1838, 0.1589], [0.1176, 0.1679, 0.1813], [-0.2684, -0.0666, -0.0405], [0.1273, -0.1159, -0.1631], [0.1400, 0.0717, 0.2406], [-0.0271, 0.1792, -0.2617], [-0.0916, -0.2198, -0.0039]],
  "lowdin_charge": [-0.06, 0.03, 0.03, -0.05, 0.03, 0.03, -0.05, 0.02, 0.03],
  "lumo_ev": 0.688,
  "spin_multiplicity": 1,
  "smiles": "O.O.O",
  "gap_ev": 12.02,
  "e_homo_ev": -11.34
}


No. 2
{
  "formula": "C9H21ClI2N2OPSV",
  "method": "ωB97M-V/def2-TZVPD",
  "symbols": ["I", "I", "V", "P", "C", "C", "H", "H", "H", "C", "H", "H", "H", "H", "H", "H", "C", "O", "Cl", "C", "N", "C", "C", "S", "N", "C", "C", "H", "H", "H", "H", "H", "H", "H", "H", "H", "H", "H", "H"],
  "positions_angstrom": [[-1.69342, 3.37793, -0.62142], [2.74222, 1.39487, 0.69209], [0.41899, 0.35083, 0.29723], [0.73959, 0.08879, -2.05628], [2.19344, -0.74520, -2.75866], [-0.59789, -0.96496, -2.67587], [-0.26219, 2.13485, -2.86352], [0.95465, 1.43349, -4.04166], [1.46564, 2.33113, -2.52825], [0.72100, 1.65818, -2.98294], [-1.56375, -0.50329, -2.46847], [-0.44755, -1.13548, -3.75170], [2.16597, -0.60631, -3.85361], [2.16751, -1.81478, -2.50802], [-0.58696, -1.91155, -2.12960], [3.10636, -0.30957, -2.33374], [1.31832, -1.30772, 0.17134], [1.92646, -2.32217, 0.20334], [-1.83154, 0.19390, 0.25484], [-1.93249, -2.36824, 2.42349], [-1.90344, -1.32857, 3.44992], [-3.09747, -1.11319, 4.25970], [-0.91363, -0.41232, 3.45420], [0.50063, -0.68506, 2.52155], [-1.02922, 0.72190, 4.20631], [-1.35799, 0.61276, 5.63339], [-0.11024, 1.81671, 3.89735], [-2.82190, -2.99852, 2.58902], [-1.02773, -2.98697, 2.47470], [-1.99915, -1.90348, 1.42902], [-2.90997, -1.38549, 5.31235], [-3.45284, -0.07515, 4.20106], [-3.88305, -1.79233, 3.91493], [-0.95959, -0.31721, 6.08872], [-0.89554, 1.47095, 6.12586], [-2.44363, 0.67963, 5.76379], [0.93641, 1.52378, 4.02050], [-0.26564, 2.15695, 2.87634], [-0.36686, 2.61569, 4.59118]],
  "forces_ev_per_a": [[0.2004, -0.0571, 0.1876], [-0.7468, -0.1577, -0.5545], [-1.4054, 1.9265, 1.9113], [0.3701, -0.4998, -2.0935], [0.3241, -0.1242, 0.5633], [-0.3138, 0.1292, 0.2276], [0.3322, -0.1723, -0.2720], [-0.1217, 0.1282, 0.5733], [-0.1291, -0.2060, -0.3812], [-0.2467, 0.3287, 0.5585], [0.0326, 0.0257, -0.2588], [-0.0805, 0.0321, 0.3240], [0.0133, -0.0810, 0.5102], [0.0508, 0.2765, -0.1904], [0.1013, -0.0507, -0.1911], [-0.0946, -0.0893, -0.2749], [4.0412, -6.7799, 0.3648], [-3.1607, 5.1309, -0.4874], [0.9087, 0.2821, -0.0638], [-0.0729, -0.7451, -0.1224], [1.2084, 1.3819, 0.0063], [-0.7159, -0.4904, 0.4413], [-3.0279, -0.0776, 0.2904], [1.0373, 0.1087, -1.0074], [1.1347, -1.2602, -0.4929], [-0.4123, -0.0116, 0.7416], [0.0593, 0.2493, 0.0975], [0.5537, 0.2763, -0.0549], [-0.2949, 0.0660, 0.0230], [-0.0299, -0.3295, 0.4356], [-0.0647, 0.2082, -0.4722], [0.1647, -0.3594, -0.1728], [0.1959, 0.2999, -0.0752], [-0.2596, 0.5358, -0.3201], [-0.1119, -0.3058, 0.0484], [0.4889, 0.0162, 0.3513], [-0.0832, 0.1635, 0.1391], [-0.0296, 0.1194, -0.0265], [0.1847, 0.1123, -0.2832]],
  "mulliken_spin": [0.95, 0.01, 1.22, -0.08, 0.00, 0.00, -0.01, 0.00, 0.00, 0.01, 0.00, 0.00, 0.00, 0.00, 0.00, 0.00, -0.04, 0.05, 0.05, -0.01, 0.00, 0.00, 0.03, -0.16, -0.02, 0.00, 0.00, 0.00, 0.00, 0.00, 0.00, 0.00, 0.00, 0.00, 0.00, 0.00, 0.00, 0.00, 0.00],
  "lumo_ev": [-9.769, -9.124],
  "spin_multiplicity": 3,
  "s_squared": 2.08,
  "total_charge": 2,
  "gap_ev": [5.96, 6.49],
  "e_homo_ev": [-15.73, -15.61]
}


No. 3
{
  "formula": "C40H57IN4O13S",
  "method": "ωB97M-V/def2-TZVPD",
  "symbols": ["C", "O", "C", "C", "C", "C", "C", "C", "C", "C", "C", "C", "I", "C", "C", "C", "C", "C", "N", "C", "N", "S", "N", "C", "C", "C", "C", "C", "C", "C", "N", "H", "H", "H", "H", "H", "H", "H", "H", "H", "H", "H", "H", "H", "H", "H", "H", "H", "H", "H", "H", "H", "H", "H", "H", "H", "H", "H", "H", "H", "H", "H", "H", "H", "C", "C", "C", "O", "C", "O", "O", "H", "H", "H", "H", "H", "H", "C", "C", "C", "O", "C", "O", "O", "H", "H", "H", "H", "H", "H", "C", "C", "C", "O", "C", "O", "O", "H", "H", "H", "H", "H", "H", "C", "C", "C", "O", "C", "O", "O", "H", "H", "H", "H", "H", "H"],
  "positions_angstrom": [[8.66057, -1.32029, -1.50045], [7.43729, -0.65959, -1.85413], [6.34583, -1.36825, -1.25653], [5.14889, -1.40880, -2.22518], [4.02968, -0.42893, -1.81224], [2.65267, -0.90611, -2.33674], [2.19520, -0.06776, -3.54042], [0.99862, -0.72883, -4.28222], [-0.28441, -0.00273, -3.90850], [-1.57769, -0.74660, -4.34767], [-2.66032, -0.67554, -3.30779], [-3.26806, 0.58343, -2.90702], [-2.70607, 2.35368, -3.93910], [-4.20921, 0.69074, -1.91813], [-4.85738, 1.95378, -1.41288], [-4.52308, 2.22546, 0.08623], [-3.89578, 3.60348, 0.31793], [-2.39267, 3.70531, -0.04062], [-1.71974, 2.39013, -0.08185], [-4.62791, -0.51385, -1.27291], [-5.53229, -0.58066, -0.29703], [-5.66369, -2.15389, 0.05149], [-4.61311, -2.77382, -0.98094], [-4.08173, -1.75423, -1.66620], [-3.08612, -1.82380, -2.68746], [-2.57251, -3.20616, -2.99091], [-2.08843, -3.93504, -1.91638], [-1.64554, -5.22101, -2.14415], [-1.72228, -5.72890, -3.42830], [-2.21168, -4.90733, -4.42586], [-2.64523, -3.65956, -4.24253], [8.64023, -1.57719, -0.44159], [8.76871, -2.22011, -2.10475], [9.46526, -0.62023, -1.70091], [6.04946, -0.84627, -0.34484], [6.61808, -2.39169, -1.00155], [4.76975, -2.42702, -2.24095], [5.45961, -1.12909, -3.22841], [4.25148, 0.54780, -2.23425], [3.98068, -0.35003, -0.72865], [2.72762, -1.93455, -2.68244], [1.89040, -0.86335, -1.56286], [1.85235, 0.88859, -3.13963], [3.01407, 0.16729, -4.21812], [0.98827, -1.77966, -3.99824], [1.19932, -0.62628, -5.34582], [-0.25953, 0.95361, -4.41795], [-0.31607, 0.23145, -2.84273], [-1.94125, -0.31889, -5.28204], [-1.31504, -1.76961, -4.56607], [-5.93360, 1.78235, -1.45702], [-4.65004, 2.81135, -2.03611], [-3.89467, 1.44030, 0.49128], [-5.45040, 2.21492, 0.65197], [-4.06752, 3.93776, 1.33884], [-4.42884, 4.29189, -0.33870], [-1.89948, 4.31597, 0.70839], [-2.32355, 4.17154, -1.02605], [-0.75223, 2.57478, -0.32722], [-2.08260, 1.87935, -0.88030], [-2.05959, -3.50526, -0.93291], [-1.25677, -5.81515, -1.33214], [-1.39459, -6.73814, -3.61373], [-2.26026, -5.29783, -5.43507], [-1.38977, -3.60649, 4.42518], [-1.10587, -3.45804, 2.95798], [-1.49771, -4.61562, 2.07196], [-0.61388, -4.42695, 0.95833], [0.50497, -3.81042, 1.42130], [1.50064, -3.66556, 0.79174], [0.31013, -3.37376, 2.68566], [-0.89625, -2.81767, 4.97449], [-2.46236, -3.54082, 4.59863], [-1.02649, -4.55308, 4.83029], [-1.56246, -2.52918, 2.59928], [-2.53436, -4.56660, 1.74402], [-1.30423, -5.59283, 2.51962], [8.67725, 1.84051, -0.19137], [10.13426, 2.18138, -0.01323], [10.66641, 2.02646, 1.39053], [11.75924, 2.95481, 1.39824], [11.46565, 3.93089, 0.49954], [12.06855, 4.94532, 0.38579], [10.38557, 3.58038, -0.24443], [8.32112, 2.17236, -1.16534], [8.52040, 0.76997, -0.11406], [8.06497, 2.33895, 0.56261], [10.74305, 1.61643, -0.72623], [11.01546, 1.02084, 1.61316], [9.94513, 2.33753, 2.14986], [-0.98251, 2.41041, 3.78239], [-1.07720, 0.93705, 4.08242], [-2.47313, 0.36465, 4.09412], [-2.31502, -0.78372, 4.96006], [-1.30136, -0.48861, 5.81528], [-1.01955, -1.14051, 6.76947], [-0.65457, 0.63285, 5.42967], [0.02129, 2.77604, 4.00451], [-1.20475, 2.60004, 2.73465], [-1.67636, 2.98128, 4.39298], [-0.42670, 0.37881, 3.40146], [-2.81673, 0.05585, 3.10948], [-3.20628, 1.03132, 4.53636], [-8.13460, 4.30573, 2.77510], [-6.91635, 3.61263, 2.22128], [-6.94546, 2.10469, 2.28632], [-5.54607, 1.78699, 2.31880], [-4.90834, 2.83884, 2.88272], [-3.76546, 2.82331, 3.21600], [-5.74106, 3.89497, 3.00980], [-7.94893, 5.37353, 2.88455], [-8.98717, 4.16466, 2.11154], [-8.39028, 3.91873, 3.76243], [-6.71711, 3.95638, 1.20199], [-7.42501, 1.64116, 1.42739], [-7.40382, 1.73122, 3.20481]],
  "forces_ev_per_a": [[-0.7025, 0.6592, -0.3622], [0.4256, -0.8679, 0.5422], [-0.4955, 0.4483, -1.0080], [-0.0881, 0.6397, 0.7849], [-0.5249, -0.9565, -0.1953], [0.5572, 0.6695, -0.7513], [-0.7120, -0.2099, 0.3706], [0.8767, 0.7610, 0.6260], [-0.4211, -0.2410, -0.5913], [0.4405, 0.6782, 0.2214], [-0.4234, -0.3715, 0.1790], [-0.0502, -0.0495, 0.0672], [-0.1808, -0.2419, 0.0926], [0.0498, 0.6982, -0.1947], [-0.0354, -0.5047, 0.4761], [-0.2899, 0.7630, -1.1206], [0.2359, -0.1217, -0.5146], [-0.4660, -0.5593, -0.2324], [0.0786, 0.3545, 0.1273], [0.3325, 0.5643, -0.3113], [-0.2150, -0.5091, 0.1271], [-0.0190, 0.3272, -0.0677], [0.0929, -0.2099, 0.0184], [-0.1172, -0.0503, 0.1165], [0.1508, -0.5348, -0.3361], [-0.2748, 0.9495, 0.1571], [0.1851, -0.3374, -0.2323], [-0.0333, -0.0245, 0.1077], [0.0926, 0.1324, 0.3791], [-0.0743, -0.2504, -0.4484], [0.1986, -0.3351, 0.3402], [0.2418, -0.0860, 0.1284], [0.1815, -0.1494, 0.0354], [0.2070, -0.0693, -0.0634], [0.0813, -0.0611, 0.2080], [0.2798, -0.0354, 0.0166], [-0.1674, -0.0691, -0.0754], [0.2998, -0.2747, -0.1139], [0.0354, 0.2556, 0.1941], [0.1378, 0.0786, 0.1181], [0.0168, -0.2363, 0.2185], [-0.0951, -0.0807, 0.1099], [0.1015, 0.2372, -0.1366], [0.1911, -0.2417, -0.0226], [-0.2370, -0.1726, -0.1973], [-0.3144, -0.3102, -0.2285], [0.1034, 0.2424, 0.0739], [0.0687, -0.2087, 0.1488], [-0.0756, 0.0389, -0.0772], [-0.1724, -0.2543, 0.0530], [-0.0957, 0.0272, -0.1719], [0.1932, 0.1084, -0.1509], [0.0065, -0.0571, 0.1315], [0.6468, -0.1340, -1.5016], [0.2892, 0.1426, -0.4417], [-0.0973, 0.2726, 0.0915], [0.1910, 0.1804, -0.0616], [0.1478, 0.3515, 0.0624], [0.0957, -0.1387, 0.1150], [-0.0315, -0.1508, 0.0215], [0.0522, 0.0997, 0.1562], [0.0780, -0.0480, 0.0942], [0.0033, -0.0951, -0.2895], [-0.0784, 0.1279, -0.1222], [0.2825, -0.3627, 0.0640], [-0.1421, -0.0996, 0.4165], [-0.2120, 0.1807, -0.1353], [0.0212, -0.2132, -0.0309], [0.0345, 0.1553, 0.0565], [0.0639, -0.0444, -0.0591], [-0.1010, 0.0013, -0.1588], [-0.0463, 0.0944, 0.1522], [-0.0044, 0.0834, 0.0454], [0.0098, -0.0632, -0.1851], [0.0245, -0.0214, -0.1155], [0.0611, 0.0062, -0.1719], [0.0594, 0.0650, 0.1120], [-0.1192, 0.4822, 0.0674], [-0.4425, -0.1225, -0.0049], [0.1950, -0.1269, 0.0568], [-0.1160, -0.0092, -0.0307], [-0.0385, 0.0316, -0.0240], [0.0342, 0.0544, 0.0030], [0.2008, -0.0752, 0.0616], [0.0480, -0.1445, -0.0652], [-0.0019, -0.0326, 0.0006], [0.0678, 0.0110, 0.0427], [0.0723, 0.0173, 0.0440], [0.1746, 0.0755, 0.0122], [-0.0965, -0.0184, -0.0770], [0.3420, 0.1884, 0.4093], [-0.0950, 0.4717, -0.2234], [-0.0304, -0.3663, -0.1708], [0.1378, 0.3783, -0.0340], [0.0178, 0.1059, 0.0480], [-0.0258, -0.0737, 0.0695], [-0.0597, -0.2170, -0.0494], [0.0654, -0.1237, -0.0944], [-0.0542, -0.0935, -0.0506], [-0.0758, -0.0282, 0.0060], [-0.0518, -0.1091, 0.0373], [-0.0308, -0.1362, 0.0535], [0.0683, 0.1006, 0.0549], [0.1214, 0.1059, 0.3096], [-0.4565, 0.2170, 0.1117], [-0.0911, -0.1571, 0.0169], [-0.5255, -0.2557, 2.3669], [-0.1855, -0.2928, 0.5594], [-0.2713, 0.0240, 0.1982], [0.0805, -0.1148, -0.1136], [-0.0126, 0.0095, -0.1202], [0.0252, -0.0156, -0.0376], [0.0115, -0.0560, -0.0187], [0.0437, -0.0312, 0.0218], [0.2077, -0.1052, -0.1049], [-0.0630, 0.0910, -0.0119]],
  "lowdin_charge": [-0.12, -0.21, -0.22, -0.16, -0.19, -0.20, -0.21, -0.19, -0.25, -0.17, -0.19, -0.50, 1.05, -0.24, -0.15, -0.19, -0.17, -0.24, 0.01, -0.32, -0.20, 1.02, -0.22, -0.29, -0.05, -0.24, -0.02, -0.05, -0.06, -0.13, 0.13, 0.08, 0.09, 0.08, 0.12, 0.11, 0.10, 0.12, 0.11, 0.10, 0.10, 0.11, 0.10, 0.11, 0.11, 0.11, 0.04, 0.11, 0.11, 0.09, 0.12, 0.04, 0.11, 0.06, 0.08, 0.11, 0.10, 0.08, 0.07, 0.02, 0.10, 0.10, 0.10, 0.10, -0.01, -0.32, -0.09, 0.03, -0.56, 0.16, 0.09, 0.06, 0.10, 0.10, 0.15, 0.14, 0.14, -0.02, -0.33, -0.10, 0.06, -0.56, 0.17, 0.08, 0.10, 0.06, 0.09, 0.16, 0.14, 0.14, -0.03, -0.31, -0.08, 0.03, -0.58, 0.15, 0.09, 0.09, 0.07, 0.08, 0.16, 0.14, 0.12, -0.01, -0.32, -0.08, -0.02, -0.58, 0.14, 0.10, 0.09, 0.09, 0.09, 0.16, 0.14, 0.14],
  "lumo_ev": -0.882,
  "spin_multiplicity": 1,
  "gap_ev": 7.86,
  "e_homo_ev": -8.74
}